# 1
50
Properties=species:S:1:pos:R:3:forces:R:3 method="wB97M-V/def2-TZVPD" gap_ha=0.352 largest_force_ev_per_a=0.95 total_charge=+1
O -0.976 -3.554 -1.832 -0.078 0.791 -0.473
C -1.127 -2.496 -2.351 0.051 -0.705 0.636
F -0.302 -2.021 -3.280 0.131 -0.058 -0.065
C -2.259 -1.532 -2.081 -0.085 -0.047 -0.435
P -3.816 -2.263 -2.643 0.090 -0.031 0.080
H -2.089 -0.579 -2.576 -0.165 0.044 -0.072
H -2.342 -1.361 -1.010 0.115 0.002 0.144
H -4.463 -1.494 -3.604 -0.038 0.038 0.017
H -4.663 -2.458 -1.557 -0.119 0.050 -0.020
H -3.585 -3.531 -3.170 0.006 -0.053 -0.003
C 1.810 0.172 -0.884 0.022 0.030 -0.050
C 2.208 -0.591 0.367 0.023 -0.057 -0.050
O 0.988 -0.613 1.109 -0.047 -0.128 -0.033
C -0.036 -0.467 0.258 0.238 0.039 0.111
O -1.184 -0.643 0.531 -0.101 0.051 0.049
O 0.399 -0.114 -0.971 0.017 -0.005 -0.014
F 3.149 0.048 1.078 -0.065 0.138 0.064
H 1.949 1.243 -0.740 0.039 0.000 0.041
H 2.317 -0.158 -1.785 -0.109 -0.086 -0.024
H 2.527 -1.619 0.193 0.083 0.013 0.075
C 5.381 -1.719 4.021 -0.023 0.029 0.039
C 5.742 -2.434 2.734 0.170 0.095 -0.031
O 6.787 -1.644 2.219 0.077 -0.176 0.054
C 7.372 -0.963 3.253 -0.097 0.055 0.037
O 8.386 -0.366 3.178 0.007 0.026 -0.035
O 6.614 -1.091 4.369 -0.039 0.016 0.013
F 4.718 -2.441 1.837 -0.126 0.025 -0.027
H 4.623 -0.956 3.831 -0.037 -0.034 -0.046
H 5.055 -2.379 4.819 0.112 0.003 0.042
H 6.092 -3.459 2.863 -0.095 -0.043 -0.074
C -2.402 1.396 3.120 -0.017 0.041 -0.043
C -2.201 0.758 4.480 0.047 0.093 0.061
O -1.370 1.692 5.136 -0.141 0.006 0.068
C -1.547 2.917 4.561 -0.020 -0.046 -0.032
O -1.149 3.937 5.000 0.065 0.005 -0.012
O -2.266 2.785 3.416 0.001 -0.018 -0.081
F -1.562 -0.434 4.399 0.083 -0.001 -0.047
H -1.613 1.087 2.435 0.011 -0.103 0.034
H -3.374 1.197 2.677 -0.043 0.109 0.060
H -3.115 0.622 5.061 0.015 -0.101 0.007
C -2.041 2.453 -5.397 0.026 -0.019 -0.028
C -3.001 3.512 -4.884 -0.005 -0.015 0.041
O -4.081 2.722 -4.379 0.065 0.056 0.158
C -3.621 1.500 -4.096 -0.073 0.097 -0.084
O -4.231 0.665 -3.491 0.077 -0.103 0.025
O -2.375 1.322 -4.566 0.055 -0.010 -0.053
F -3.460 4.309 -5.860 -0.053 -0.062 -0.084
H -2.258 2.209 -6.436 -0.022 0.052 -0.017
H -0.993 2.707 -5.280 -0.001 -0.065 0.118
H -2.616 4.127 -4.070 -0.028 0.065 -0.039



# 2
27
Properties=species:S:1:pos:R:3:forces:R:3 method="wB97M-V/def2-TZVPD" smiles="Nc1c(OCCO)n2n(c1=O)CCC2" gap_ha=0.314 largest_force_ev_per_a=5.96 relative_energy_kcal_mol=49.0
N 1.009 -0.434 -2.626 -0.775 0.268 -0.186
C 0.155 -0.177 -1.562 -0.638 0.226 2.019
C 0.321 -0.213 -0.188 -4.060 1.744 0.981
O 1.267 -0.172 0.802 0.500 -0.476 -1.794
C 2.177 0.944 0.644 1.233 0.217 1.944
C 3.662 0.583 1.090 -1.925 -0.321 -1.062
O 4.193 -0.083 -0.057 -1.016 -1.363 -0.314
N -1.115 0.214 0.487 5.743 -0.851 -1.334
N -2.008 0.331 -0.576 2.159 -0.099 -1.471
C -1.310 0.189 -1.815 -0.498 -0.248 0.910
O -1.824 0.415 -2.893 0.472 -0.366 0.037
C -3.229 -0.296 -0.150 -0.363 -1.528 -0.826
C -3.076 -0.198 1.351 0.045 -2.125 -0.001
C -1.627 -0.718 1.465 0.435 -0.223 1.585
H 1.998 -0.292 -2.444 -0.442 0.088 -0.583
H 0.596 -0.226 -3.562 0.836 -0.069 1.297
H 2.281 1.183 -0.390 -0.180 0.432 -0.726
H 1.766 1.781 1.214 -0.003 -0.006 -0.113
H 3.689 -0.053 1.982 -0.151 0.013 -0.099
H 4.267 1.470 1.285 -0.205 0.044 -0.203
H 3.454 -0.698 -0.370 1.711 0.994 0.716
H -3.139 -1.426 -0.387 -0.908 1.692 -0.173
H -4.064 0.270 -0.579 -0.078 -0.756 0.077
H -3.806 -0.778 1.888 -0.316 -0.191 0.172
H -3.129 0.820 1.608 0.055 1.255 0.765
H -1.096 -0.614 2.450 -0.720 0.790 -0.779
H -1.413 -1.822 1.332 -0.909 0.858 -0.837



# 3
9
Properties=species:S:1:pos:R:3:forces:R:3 method="wB97M-V/def2-TZVPD" gap_ha=0.384 largest_force_ev_per_a=5.69 relative_energy_kcal_mol=93.1
C 0.123 -0.730 -0.825 -5.023 -2.669 -0.206
C -0.222 0.848 1.096 -0.209 -1.513 0.127
N 0.763 -0.405 -2.082 0.886 -0.265 0.933
N 1.100 -1.497 -1.580 -0.586 1.433 0.089
O 0.357 -0.371 0.480 0.647 1.096 -0.439
H -1.128 -1.235 -1.014 3.805 1.789 0.755
H -0.776 1.460 0.373 -0.154 -0.425 0.355
H 0.552 1.446 1.542 0.814 0.210 -0.327
H -0.770 0.484 2.007 -0.180 0.345 -1.287